Record 1
Computed, not measured: C24H50Cl2O4P2PbSi2 as an isolated structure, with ωB97M-V/def2-TZVPD.

Energy above the lowest of the compared OMol25 structures with the same formula, charge and spin = 5.204 eV
Largest force on an atom = 6.7 eV Å⁻¹
Orbital gap (spin up / spin down) = 3.6 / 5.1 eV
Lowest unoccupied orbital energy (spin up / spin down) = -0.116 / -0.060 hartree

```
! RIJCOSX wB97M-V def2-TZVPD def2/J DEFGRID3
* xyz 0 1
Pb 0.4095 0.0094 -0.6736
C -1.2071 -0.0343 2.1079
C -1.8971 1.1700 1.4157
C -2.5255 0.7115 0.2761
Si -1.4006 2.8488 2.1078
C -2.5293 -0.7171 0.2558
C -1.9199 -1.2111 1.3886
Si -1.4012 -2.8965 2.0429
H -1.3511 -0.0281 3.1618
H -2.8515 1.3542 -0.5931
H -2.8569 -1.3376 -0.6294
Cl 0.8656 0.0356 -3.5129
C -1.1195 -2.9134 3.9115
C -2.7622 -4.1250 1.6806
C -1.1196 2.8406 3.9758
C -2.7584 4.0882 1.7755
H -3.6222 -3.7700 2.2716
H -2.4751 -5.1348 2.0236
H -3.0314 -4.1370 0.6158
H -0.2168 -2.3383 4.1810
H -0.9431 -3.9364 4.2902
H -1.9669 -2.4364 4.4226
H -3.6259 3.7031 2.3356
H -3.0087 4.1496 0.7081
H -2.4787 5.0804 2.1717
H -1.9566 2.3415 4.4860
H -0.9463 3.8564 4.3821
H -0.1991 2.2788 4.2127
C 0.2924 -3.4233 1.2570
C 0.2939 3.3929 1.3292
P 0.4758 -2.8041 -0.4441
H 0.4013 -4.5242 1.2471
H 1.1123 -3.0073 1.8740
P 0.4745 2.8102 -0.3841
H 1.1152 2.9656 1.9370
H 0.4010 4.4941 1.3426
C 2.1144 3.3194 -1.0651
C -0.8555 3.6648 -1.3516
C -0.8548 -3.6374 -1.4305
C 2.1156 -3.3005 -1.1368
C 3.1527 -2.1759 -1.0042
H 1.9091 -3.4577 -2.2103
C 2.6238 -4.5901 -0.5013
H 2.8814 -4.4324 0.5531
H 3.5304 -4.8915 -1.0369
H 1.9061 -5.4140 -0.5708
H 2.8545 -1.2745 -1.5584
H 4.0966 -2.5233 -1.4408
H 3.3472 -1.9162 0.0471
H -1.7844 -3.3812 -0.8962
C -0.6756 -5.1534 -1.4394
C -0.9451 -3.0726 -2.8510
H -0.5995 -5.5936 -0.4391
H 0.2031 -5.4498 -2.0251
H -1.5571 -5.5920 -1.9208
H -1.1496 -1.9953 -2.8745
H -1.7572 -3.5851 -3.3806
H -0.0155 -3.2322 -3.4113
H -1.7864 3.3900 -0.8288
C -0.9372 3.1386 -2.7873
C -0.6824 5.1814 -1.3180
H -0.6138 5.5944 -0.3057
H -1.5627 5.6296 -1.7927
H 0.1986 5.4976 -1.8898
H -1.1338 2.0609 -2.8408
H -0.0067 3.3199 -3.3394
H -1.7509 3.6599 -3.3055
C 3.1491 2.1902 -0.9578
C 2.6256 4.5932 -0.4010
H 1.9080 3.5014 -2.1346
H 2.8807 4.4121 0.6502
H 1.9106 5.4206 -0.4540
H 3.5342 4.9032 -0.9282
H 3.3422 1.9060 0.0874
H 4.0939 2.5454 -1.3857
H 2.8491 1.3024 -1.5326
C 1.1675 0.0405 -6.4121
H 0.0682 0.0365 -6.3424
H 1.7004 0.9886 -6.2350
H 1.7066 -0.9063 -6.2464
O 1.2508 -1.4723 4.0885
Cl 0.9259 -0.0009 4.5770
O -0.4139 0.0435 5.1996
O 1.2234 1.4268 3.9596
O 0.1412 -0.0746 1.8692
*
```

Here are the Mulliken charges for atoms 1 to 6, given in e: number 1, Pb, carries 0.819; number 2, C, carries -0.588; number 3, C, carries -0.070; number 4, C, carries -0.303; number 5, Si, carries 0.093; number 6, C, carries -0.351



Record 2
Computed, not measured: C24H50Cl32F9N2OP2S2 as an isolated structure, with ωB97M-V/def2-TZVPD.

Largest force on an atom = 2.4 eV Å⁻¹
Orbital gap = 9.6 eV
Lowest unoccupied orbital energy = -0.084 hartree

```
! RIJCOSX wB97M-V def2-TZVPD def2/J DEFGRID3
* xyz 1 1
C 1.9293 -1.3460 -0.7683
C 0.4897 -1.7909 -0.9031
O -0.3728 -0.8960 -0.1728
C -1.7184 -1.2948 -0.2110
C -2.6239 -0.3776 -1.0551
N -2.1105 1.0088 -1.3180
C -1.8570 1.7710 -0.0182
C -1.1106 3.1141 -0.1080
C 0.2841 3.0286 0.4981
F 0.1210 2.8637 1.8493
F 0.9745 1.9516 0.0814
C 1.1166 4.3370 0.3786
F 2.0339 4.3332 1.3565
F 0.3326 5.3948 0.5757
S 2.0902 4.5556 -1.2370
F 3.0453 3.3868 -0.8368
F 3.0402 5.5910 -0.5374
F 1.1611 5.7500 -1.6873
F 1.1163 3.5606 -2.0061
F 2.8969 4.7315 -2.5722
P -3.5253 1.8544 -2.1411
N -3.0928 3.1935 -2.7871
P -0.7809 1.0710 -2.5645
S -1.1537 -0.0368 -4.0999
H 2.4703 -1.7199 -1.6313
H 2.3996 -1.7485 0.1193
H 2.0236 -0.2663 -0.7650
H 0.2177 -1.7908 -1.9595
H 0.4012 -2.7866 -0.4784
H -2.1040 -1.3773 0.8004
H -1.7785 -2.2918 -0.6383
H -2.9044 -0.8673 -1.9812
H -3.5547 -0.2401 -0.5055
H -2.8367 1.9934 0.3879
H -1.3787 1.1330 0.7095
H -1.6377 3.8010 0.5418
H -1.1119 3.5723 -1.0885
H -4.0675 0.9213 -3.0357
H -4.4453 2.0318 -1.1041
H -3.2399 3.1943 -3.7923
H -0.6704 2.4070 -2.9366
H 0.3969 0.6923 -1.9257
C -3.7946 2.3902 3.8838
Cl -2.1696 2.6028 3.2217
Cl -4.9910 2.4746 2.5813
H -3.8627 1.4273 4.3737
H -3.9976 3.1912 4.5843
C 2.3042 1.8650 4.2637
Cl 0.8443 1.0234 4.8033
Cl 3.6703 1.5998 5.3522
H 2.5716 1.5060 3.2779
H 2.0938 2.9271 4.2362
C 1.3924 -4.5689 -3.7951
Cl 1.7266 -2.9752 -4.4903
Cl 2.0096 -4.7202 -2.1473
H 0.3218 -4.7086 -3.7705
H 1.8575 -5.3262 -4.4151
C -5.3873 -1.6338 4.9375
Cl -4.8748 -1.3630 3.2615
Cl -5.7488 -0.1177 5.7660
H -6.2792 -2.2476 4.9293
H -4.5847 -2.1342 5.4645
C 6.3592 2.8305 3.1393
Cl 7.4392 1.5617 2.5644
Cl 4.8790 2.9394 2.1723
H 6.0803 2.6084 4.1617
H 6.8732 3.7817 3.0801
C 3.8629 -4.9972 1.7387
Cl 2.7234 -5.7497 0.6135
Cl 3.2476 -3.4758 2.3858
H 4.0384 -5.6779 2.5601
H 4.7865 -4.7975 1.2090
C 6.6459 -2.8185 4.9059
Cl 6.0674 -4.3309 4.1917
Cl 6.2316 -1.4222 3.9086
H 6.1887 -2.6998 5.8802
H 7.7235 -2.8736 4.9952
C 4.5625 7.5987 -4.0417
Cl 4.8065 7.4446 -5.7853
Cl 4.1327 9.2480 -3.5786
H 3.7617 6.9333 -3.7450
H 5.4805 7.3239 -3.5368
C -3.3068 2.4910 -7.1370
Cl -1.8217 3.2556 -6.5619
Cl -4.0050 1.4261 -5.9054
H -4.0261 3.2650 -7.3736
H -3.0805 1.8996 -8.0151
C 5.9275 -8.2745 4.6093
Cl 6.0614 -7.6814 2.9449
Cl 7.0456 -9.5998 4.9277
H 6.1565 -7.4559 5.2810
H 4.9160 -8.6276 4.7669
C 1.7030 -8.9385 -2.0313
Cl 2.7253 -8.4111 -3.3725
Cl 0.4385 -7.7566 -1.6673
H 1.2295 -9.8745 -2.3000
H 2.3203 -9.0605 -1.1499
C -5.7735 1.3519 9.5693
Cl -5.3152 2.2191 8.0954
Cl -4.9593 -0.2101 9.6969
H -5.4965 1.9582 10.4223
H -6.8431 1.1852 9.5498
C -4.4455 6.5312 -0.3453
Cl -4.4109 7.9874 0.6442
Cl -4.3926 5.0623 0.6563
H -5.3641 6.5174 -0.9188
H -3.5833 6.5226 -1.0006
C -0.7996 6.6875 -8.3698
Cl -1.2849 5.5760 -9.6551
Cl -2.1195 7.7565 -7.8835
H -0.4959 6.1040 -7.5094
H 0.0231 7.2923 -8.7298
C -2.4334 -9.2251 0.5954
Cl -1.3651 -10.5080 0.0237
Cl -3.8898 -9.0773 -0.3956
H -2.7277 -9.4500 1.6128
H -1.8916 -8.2879 0.5523
C -2.8203 -4.0766 -3.3723
Cl -1.8039 -3.5637 -4.7187
Cl -3.9936 -2.8189 -2.9357
H -3.3629 -4.9686 -3.6594
H -2.1927 -4.2740 -2.5106
*
```

Here are the Mulliken charges for atoms 1 to 6, given in e: number 1, C, carries -0.857; number 2, C, carries -0.259; number 3, O, carries -0.301; number 4, C, carries -0.507; number 5, C, carries -0.500; number 6, N, carries 0.489



Record 3
Computed, not measured: C24H51AsN4O2S2Sb2Ti as an isolated structure, with ωB97M-V/def2-TZVPD.

Energy above the lowest of the compared OMol25 structures with the same formula, charge and spin = 0.000 eV
Largest force on an atom = 2.5 eV Å⁻¹
Orbital gap (spin up / spin down) = 5.5 / 6.3 eV
<S²> = 2.006
Lowest unoccupied orbital energy (spin up / spin down) = -0.022 / -0.022 hartree

```
! RIJCOSX wB97M-V def2-TZVPD def2/J DEFGRID3
* xyz 0 3
Ti 0.5822 0.4955 -1.2997
S -1.2814 -0.6475 -2.5061
C -2.2415 0.6293 -3.2407
C -3.5071 0.2513 -3.8217
N -4.4826 -0.0449 -4.3335
C -1.8608 1.9284 -3.2780
S -0.4225 2.5609 -2.4615
C -2.6633 2.8624 -4.0271
N -3.2781 3.5356 -4.7310
C 2.6950 -4.0369 -1.7370
O 3.3334 -2.9624 -1.0040
C 2.6259 -1.8153 -0.8810
O 1.5259 -1.6840 -1.3992
N 3.2450 -0.9131 -0.0243
N 2.4481 0.2794 -0.0127
H 3.3964 -4.8358 -1.6531
H 2.5159 -3.7728 -2.7785
H 1.7619 -4.3650 -1.2681
H 4.2103 -0.8604 0.3022
H 2.9507 1.0271 -0.4829
H 2.4019 0.5152 0.9806
C 0.7958 -2.1321 3.2808
C -0.3047 -1.0397 3.3182
C 0.4343 0.2516 3.6213
C -1.3023 -1.3141 4.4174
Sb -1.2430 -0.9056 1.3330
C -1.8546 -2.9584 0.8762
C -2.9323 -2.9662 -0.2005
C -0.6233 -3.6390 0.2413
C -2.3708 -3.7790 2.0345
C -3.1098 0.2330 1.6736
C -2.6715 1.4849 2.3638
C -3.6459 0.6582 0.3179
C -4.1497 -0.5324 2.4259
H 1.3786 -2.1349 4.2327
H 1.4959 -1.9017 2.4593
H 0.4190 -3.1807 3.1145
H 1.0972 0.1138 4.4421
H -0.2751 1.0439 3.8388
H 1.0769 0.5542 2.7916
H -0.7955 -1.3856 5.4029
H -1.8041 -2.2551 4.2440
H -2.0627 -0.5296 4.4943
H -2.7387 -2.2466 -0.9844
H -3.9080 -2.8173 0.2466
H -2.9360 -3.9849 -0.6498
H -0.3729 -3.2213 -0.7290
H -0.8827 -4.6796 0.1028
H 0.2842 -3.6155 0.8436
H -3.2585 -3.3410 2.5186
H -1.6074 -3.9695 2.8155
H -2.6998 -4.7451 1.6310
H -1.8261 1.9566 1.8571
H -2.4518 1.3366 3.4183
H -3.4821 2.1882 2.3058
H -2.8598 1.1552 -0.2874
H -4.4477 1.3385 0.4964
H -3.9809 -0.1889 -0.3014
H -3.8390 -0.8202 3.4143
H -4.4393 -1.4188 1.8801
H -5.0276 0.0976 2.5566
C 3.9434 2.6353 -4.1161
Sb 3.0512 0.9473 -3.1846
C 4.8856 -0.1612 -3.1984
C 2.1823 0.0843 -4.9125
H 4.7946 2.3259 -4.7293
H 4.3661 3.2924 -3.3798
H 3.2139 3.1855 -4.6979
H 5.0525 -0.4838 -4.2289
H 4.8586 -1.0537 -2.5867
H 5.7122 0.4974 -2.8261
H 2.9101 -0.0059 -5.7072
H 1.3007 0.6623 -5.1974
H 1.8472 -0.8831 -4.5608
C 1.1977 3.4632 2.3753
As 0.6688 3.1646 0.4612
C -0.7674 4.5083 0.4493
C 2.0377 4.3394 -0.3192
H 1.2541 4.5474 2.5203
H 2.1715 3.0506 2.6170
H 0.4317 3.1321 3.0693
H -0.3371 5.4605 0.7388
H -1.5319 4.2112 1.1678
H -1.2066 4.5368 -0.5414
H 2.1172 5.2553 0.2734
H 1.7755 4.5758 -1.3425
H 3.0373 3.8558 -0.3448
*
```

Here are the Mulliken charges for atoms 1 to 6, given in e: number 1, Ti, carries 1.750; number 2, S, carries -0.552; number 3, C, carries 0.099; number 4, C, carries -0.242; number 5, N, carries -0.531; number 6, C, carries 0.546